Molecular formula: C21H12BrN4OPbS2
Method: DFT, the ωB97M-V functional and the def2-TZVPD basis

Results
- Energy above the lowest of the compared OMol25 structures with the same formula, charge and spin: 0.287 eV
- Charge: -1
- Lowest unoccupied orbital energy: 1.6257 eV
- Kohn-Sham gap: 6.37 eV

Each line ends with the Löwdin charge.
Element x y z (Å)
Pb -0.406926 0.624345 -0.183453  1.228
Br -1.841334 -3.089694 -7.087685  0.659
S -0.492890 2.231610 2.981663  0.794
S 0.148114 3.359972 0.227047  0.459
O -2.044831 -0.789232 -1.528805  -0.257
N 0.876174 -1.685255 -1.456636  0.042
N 2.239567 6.275531 1.344123  0.129
N 1.280894 4.360662 5.164297  0.128
N 1.420737 -0.938576 1.133671  0.036
C 1.023299 4.368964 2.591166  -0.407
C -0.819012 -2.032241 -3.172459  -0.135
C 3.664696 -1.876193 2.486197  -0.016
C -2.893633 -0.904783 -3.715928  -0.019
C 3.505515 -2.171437 1.111785  -0.157
C 0.350031 -2.383256 -2.384981  -0.099
C 3.073808 -2.757763 -1.569300  -0.024
C -1.899362 -1.200253 -2.724955  -0.422
C 4.269930 -3.159482 -0.938561  -0.080
C 1.601119 -0.693858 2.407287  -0.122
C 2.087982 -2.085059 -0.887338  -0.209
C -0.853150 -2.609637 -4.455911  -0.118
C -2.871301 -1.433127 -4.978436  -0.143
C 4.478492 -2.897098 0.381850  -0.051
C -1.426752 1.122732 1.914332  -0.709
C 0.284185 3.399719 1.933620  -1.024
C 1.164163 4.364040 4.017001  -0.289
C 1.702959 5.411839 1.886533  -0.275
C 2.335807 -1.712792 0.473256  -0.150
C -1.845070 -2.312610 -5.348066  -0.716
C 2.713392 -1.160550 3.141178  -0.037
H -3.691432 -0.239708 -3.408784  0.109
H 2.929978 -2.975042 -2.619517  0.105
H -2.394696 1.584609 1.706539  -0.016
H 0.818698 -3.334613 -2.676462  0.121
H 4.550190 -2.232638 2.999880  0.116
H 5.019292 -3.688523 -1.513914  0.102
H -3.646838 -1.182788 -5.691335  0.094
H 5.385212 -3.214352 0.882428  0.108
H -0.051638 -3.279146 -4.749060  0.099
H 0.861483 -0.061636 2.886815  0.059
H -1.603165 0.253125 2.554191  -0.020
H 2.802007 -0.916328 4.190477  0.108

Atoms 1-2, force components in eV/Å:
Pb 0.056 0.016 -0.359
Br 0.000 0.019 0.019